The following is a DFT calculation (ωB97M-V with the def2-TZVPD basis set) of a structure of composition C23H28Cl6CrO at a distorted geometry.

Calculated values
Calculated total energy (a.u.): -4773.7854
Kohn-Sham gap (spin up / spin down) (hartree): 0.2874 / 0.3050
Multiplicity: 2
Energy relative to the best compared isomer or geometry (same formula, charge and spin) (kcal/mol): 0.0
Maximum force (eV/A): 1.04
Total charge: +1

XYZ file:
```
59
Properties=species:S:1:pos:R:3:forces:R:3
Cr 0.595200 0.466554 -0.590622 -0.3 -1.0 0.3
C -3.534316 0.392204 -1.286909 0.0 0.0 0.0
C -2.501512 0.167704 -0.208631 -0.1 0.1 -0.1
C -1.852350 1.265500 0.387299 0.0 0.1 0.0
C -2.325690 2.667252 0.058212 0.0 -0.1 0.1
C -0.921263 1.035681 1.424046 0.0 0.5 0.2
C -0.332400 2.217889 2.170518 0.0 -0.1 0.1
C -0.706761 -0.271928 1.906931 0.2 0.0 0.1
C 0.102693 -0.478570 3.172438 0.0 0.0 0.0
C -1.338561 -1.352502 1.285250 0.0 -0.2 -0.1
C -1.116793 -2.756253 1.797316 0.0 0.0 0.0
C -2.230705 -1.130984 0.220651 0.0 -0.1 -0.1
C -2.969790 -2.272308 -0.441612 0.0 0.1 0.0
H -3.415543 -0.311126 -2.114847 0.0 0.1 0.1
H -3.495190 1.398952 -1.699368 0.0 -0.1 0.0
H -4.543677 0.234421 -0.888356 0.1 0.0 0.0
H -2.068932 2.967889 -0.953757 0.0 0.0 -0.1
H -1.925995 3.412422 0.738082 0.0 0.0 0.0
H -3.414302 2.706739 0.143794 0.1 0.0 0.0
H -1.011865 2.535659 2.968823 0.0 0.0 -0.1
H -0.166717 3.069064 1.519820 0.0 0.0 0.0
H 0.619916 1.974705 2.632156 0.0 0.0 0.0
H 1.162207 -0.674700 2.979575 -0.1 0.0 0.0
H -0.284670 -1.316059 3.749787 0.0 0.1 0.0
H 0.050843 0.394476 3.819576 0.0 -0.1 0.0
H -1.974700 -3.089806 2.391137 0.1 0.0 0.0
H -0.232582 -2.838729 2.422892 0.0 0.0 0.0
H -0.999717 -3.466347 0.981527 0.0 0.0 0.0
H -2.844642 -2.247463 -1.527568 0.0 0.0 0.1
H -4.046320 -2.197589 -0.253818 0.1 0.0 0.0
H -2.649540 -3.249406 -0.093370 0.0 0.0 0.0
Cl 2.480914 0.737167 0.947846 0.3 0.1 0.1
C 2.385934 2.319579 0.165099 -0.3 0.0 0.0
C 1.305154 2.368195 -0.684505 0.2 0.0 -0.3
C 1.196480 3.536991 -1.433040 0.0 0.0 0.0
Cl -0.007632 3.675362 -2.678533 0.0 -0.1 0.2
C 2.090632 4.596743 -1.253180 -0.1 0.0 -0.1
Cl 1.918729 6.033000 -2.170334 0.0 0.0 0.0
C 3.148524 4.488135 -0.342728 0.0 0.1 0.0
Cl 4.243058 5.784048 -0.124684 0.0 0.0 0.0
C 3.323705 3.308094 0.372602 0.1 -0.1 0.2
Cl 4.617264 3.072423 1.468862 0.0 0.0 0.0
Cl -0.476837 0.195752 -2.632891 -0.2 0.0 -0.5
C 1.283619 0.390170 -2.489493 0.0 0.3 0.4
H 1.610048 1.280613 -3.003067 -0.1 0.1 -0.1
H 1.794621 -0.503531 -2.834035 0.0 0.0 0.1
C 2.282000 -3.715989 -0.384269 -0.1 -0.1 -0.1
C 1.010375 -3.990616 -1.196323 0.1 -0.1 0.1
C 0.658282 -2.616433 -1.706371 0.0 0.0 0.2
O 0.998781 -1.720751 -0.611766 0.1 0.5 -0.1
C 2.042628 -2.332044 0.210765 -0.2 -0.2 -0.2
H 3.151483 -3.698641 -1.043273 0.0 0.0 0.0
H 2.461537 -4.456919 0.391832 0.0 0.0 0.0
H 0.216756 -4.379121 -0.557286 0.0 0.0 0.0
H 1.167547 -4.693931 -2.012779 0.0 0.0 0.1
H -0.392633 -2.475360 -1.936679 0.0 0.0 0.1
H 1.253859 -2.361230 -2.584919 0.0 0.0 0.0
H 1.669565 -2.371122 1.234815 0.0 0.0 0.0
H 2.939307 -1.723940 0.177339 0.0 0.1 -0.1
```
Forces are in eV/Å.